Entry from the OMol25 dataset: the molecule C5H7FO (ωB97M-V/def2-TZVPD).

Each line ends with the natural charge from an NBO analysis.
Positions of all 14 atoms, in Å:
C (-0.60302, 0.32843, 0.40046)  -0.34
C (-1.96480, -0.43762, 1.16581)  -0.38
C (-1.90754, -0.37638, -0.23708)  0.17
C (0.58218, -0.09936, -0.08013)  0.46
C (1.73948, 0.78963, -0.25071)  -0.69
O (0.92192, -1.30079, -0.53315)  -0.66
F (-2.67492, 0.65000, -0.76116)  -0.37
H (-0.72220, 1.38835, 0.49690)  0.24
H (-1.50660, -1.33686, 1.63595)  0.17
H (-1.86289, -1.05567, -1.07908)  0.19
H (1.66062, 1.93883, -0.29451)  0.25
H (2.36822, 0.45198, -1.04843)  0.23
H (2.18505, 0.56751, 0.68084)  0.23
H (1.78450, -1.50806, -0.09572)  0.49

Computed properties:
Multiplicity: 1
HOMO, eV: -7.9
ΔE to the lowest compared entry with this formula, charge and spin, kcal/mol: 102.6


Entry from the OMol25 dataset: a cluster of 2 separate species, C10H19N3O in total (ωB97M-V/def2-TZVPD).

Each line ends with the natural charge from an NBO analysis.
Positions of all 33 atoms, in Å:
C (4.32421, 0.95973, 0.81389)  0.16
C (2.48793, 0.55109, -0.36004)  0.07
C (-0.76561, 2.04318, -1.24431)  -0.62
C (-2.57253, 1.99009, 0.37546)  -0.61
C (-3.23965, -1.23608, 0.25107)  -0.59
C (-1.19996, -2.28566, 1.33614)  -0.61
C (3.24526, -1.52448, -1.30753)  -0.42
C (-1.39615, 1.21906, -0.15619)  -0.18
C (-1.94388, -0.96658, 0.94695)  -0.29
C (-1.09769, -0.02932, 0.08289)  0.37
N (3.11668, 1.44870, 0.45011)  -0.58
N (4.46438, -0.21585, 0.24063)  -0.28
N (3.38502, -0.36888, -0.51700)  -0.24
O (-0.13159, -0.69862, -0.40652)  -0.73
H (5.04325, 1.51582, 1.32929)  0.22
H (-1.55381, 2.34070, -2.06735)  0.21
H (0.16353, 1.59960, -1.65226)  0.22
H (-0.44304, 3.11622, -0.81835)  0.19
H (-2.35855, 3.08336, 0.51314)  0.21
H (-2.90706, 1.65849, 1.27481)  0.20
H (-3.50231, 1.90338, -0.34124)  0.19
H (-2.98493, -2.06303, -0.59384)  0.20
H (-3.94457, -1.77592, 0.88504)  0.21
H (-3.71351, -0.33907, -0.32174)  0.22
H (-2.00723, -3.10732, 1.41558)  0.20
H (-0.81910, -2.30735, 2.37646)  0.21
H (-0.41915, -2.57342, 0.60868)  0.24
H (3.80004, -1.42305, -2.26354)  0.21
H (3.73917, -2.38956, -0.67143)  0.23
H (2.22210, -1.75344, -1.75865)  0.24
H (2.49995, 2.30832, 0.58148)  0.45
H (-2.15090, -0.36407, 1.83516)  0.21
H (0.65970, -0.31607, -0.83683)  0.51

Computed properties:
Multiplicity: 1
HOMO, eV: -7.5
ΔE to the lowest compared entry with this formula, charge and spin, kcal/mol: 84.5


Entry from the OMol25 dataset: a structure of composition C12H28InNO5S (ωB97M-V/def2-TZVPD).

Each line ends with the natural charge from an NBO analysis.
Positions of all 48 atoms, in Å:
In (-2.97111, 2.23731, 6.63063)  0.96
O (-4.65074, -0.32454, 5.22041)  -0.34
H (-7.41971, 3.96808, 2.36485)  0.35
C (-2.69321, 3.50099, -2.07104)  -0.61
C (-1.65672, 3.22809, -0.96392)  0.11
C (-2.01645, 2.15719, 0.09551)  -0.40
C (-2.43784, 0.87234, -0.59087)  -0.41
C (-1.16974, 0.16016, -1.13719)  -0.46
C (-0.54116, 1.05976, -2.22757)  0.18
N (-0.55448, 2.66434, -1.75087)  0.35
O (0.31994, 3.25148, -2.32728)  -0.12
C (0.90588, 0.84158, -2.49078)  -0.66
C (-1.28779, 0.79142, -3.59557)  -0.63
C (-1.06312, 4.45065, -0.31978)  -0.61
H (-3.02575, 2.65240, -2.71336)  0.25
H (-2.24140, 4.19496, -2.74362)  0.24
H (-3.47600, 4.01310, -1.56057)  0.25
H (-1.13200, 2.04625, 0.65751)  0.22
H (-2.83279, 2.63063, 0.67567)  0.23
H (-3.12969, 1.01230, -1.42416)  0.21
H (-2.96368, 0.33840, 0.18527)  0.25
H (-1.39506, -0.86246, -1.47067)  0.27
H (-0.41849, -0.00836, -0.33281)  0.23
H (1.30186, 1.54266, -3.25400)  0.25
H (1.42037, 1.05679, -1.55300)  0.22
H (1.09201, -0.18829, -2.67961)  0.26
H (-1.00121, 1.49024, -4.39025)  0.24
H (-0.80348, -0.10272, -3.90626)  0.25
H (-2.36201, 0.74082, -3.51887)  0.22
H (-0.25519, 4.06843, 0.22620)  0.22
H (-1.80104, 4.93897, 0.27015)  0.24
H (-0.72792, 5.01459, -1.16368)  0.24
H (-0.41554, 4.39630, 3.89561)  0.03
O (2.12501, -2.91855, 1.50568)  -0.99
S (2.25225, -3.85164, 2.62004)  2.44
O (1.07307, -4.22295, 3.30470)  -0.94
O (2.93329, -5.07836, 2.00665)  -0.73
C (3.72028, -4.89780, 0.77228)  -0.07
C (4.47545, -6.15520, 0.38771)  -0.63
C (3.27835, -3.28631, 3.81595)  -0.97
H (4.28136, -3.97995, 0.71943)  0.20
H (2.99577, -4.86507, 0.01203)  0.19
H (4.75750, -5.90808, -0.66734)  0.22
H (3.79162, -7.01678, 0.30905)  0.23
H (5.41152, -6.34136, 0.95879)  0.22
H (2.80486, -3.63277, 4.74653)  0.29
H (3.18936, -2.22441, 3.97686)  0.26
H (4.31356, -3.45458, 3.49552)  0.26

Computed properties:
Multiplicity: 1
HOMO, eV: -13.4
Total charge: +2


Entry from the OMol25 dataset: the molecule C4H5BO2 (ωB97M-V/def2-TZVPD).

Each line ends with the natural charge from an NBO analysis.
Positions of all 12 atoms, in Å:
O (-0.53489, -2.17964, 0.38147)  -0.53
C (-0.18481, -1.11732, -0.03048)  0.30
C (1.09980, -0.58007, 0.55834)  -0.54
C (0.80605, 0.90502, 0.92794)  -0.17
C (-0.30710, 1.37131, 0.35592)  -0.44
B (-0.98157, 0.05156, -0.81534)  0.85
O (-1.71703, 0.20503, -1.86250)  -0.89
H (1.82818, -0.65527, -0.31338)  0.22
H (1.34922, -1.34108, 1.30997)  0.24
H (1.50819, 1.48552, 1.62602)  0.21
H (-0.72197, 2.32203, 0.38675)  0.20
H (-2.14406, -0.46709, -2.52472)  0.54

Computed properties:
SMILES: O=C1CC=CB1O
Multiplicity: 1
HOMO, eV: -8.6
ΔE to the lowest compared entry with this formula, charge and spin, kcal/mol: 27.4


Entry from the OMol25 dataset: a structure of composition C3H3IN2S (ωB97M-V/def2-TZVPD).

Each line ends with the natural charge from an NBO analysis.
Positions of all 10 atoms, in Å:
C (0.18099, 0.52221, -0.20202)  -0.38
C (1.55010, 0.40638, 0.18570)  0.03
C (-0.35958, -0.77265, -0.18867)  -0.06
N (2.03355, -0.83960, 0.36214)  -0.64
N (-1.69407, -1.20395, -0.42504)  -0.81
S (0.84675, -1.92248, 0.12301)  0.64
I (-3.26494, -0.13453, 0.10084)  0.37
H (-0.39152, 1.46255, -0.41093)  0.25
H (2.26119, 1.29085, 0.32082)  0.21
H (-1.62380, -2.24599, 0.07534)  0.40

Computed properties:
Multiplicity: 1
HOMO, eV: -8.6
ΔE to the lowest compared entry with this formula, charge and spin, kcal/mol: 26.6


Entry from the OMol25 dataset: a structure of composition C11H16ClO3PPb (ωB97M-V/def2-TZVPD).

Each line ends with the natural charge from an NBO analysis.
Positions of all 33 atoms, in Å:
Cl (1.13921, 2.40651, -1.04622)  -0.56
C (-2.74809, 2.43815, 0.50515)  -0.12
C (-3.35960, 1.15679, 0.57770)  -0.14
C (-3.14936, 0.48831, -0.64205)  -0.22
H (-3.89283, 0.76660, 1.42884)  0.27
C (-2.35517, 1.32163, -1.49440)  0.21
C (-2.12073, 2.54757, -0.76372)  -0.21
H (-1.49068, 3.33276, -1.12151)  0.29
H (-2.69623, 3.16553, 1.29948)  0.27
H (-3.44773, -0.50789, -0.90652)  0.27
C (-1.80092, 0.97968, -2.83411)  -0.73
Pb (-0.32771, 0.81660, 0.17383)  1.24
C (-1.61313, -1.08871, 2.06025)  0.51
C (0.59541, 1.50288, 2.21302)  0.52
O (-1.65565, -1.90629, 2.87149)  -0.40
O (1.50932, 1.71484, 2.88225)  -0.32
H (-1.56979, -0.08303, -2.96186)  0.27
H (-0.87521, 1.51333, -3.06832)  0.28
H (-2.52197, 1.23778, -3.61331)  0.32
C (2.43747, -2.67598, -0.97364)  -0.97
P (1.97920, -1.38125, 0.16959)  1.87
C (1.58285, -2.01225, 1.81262)  -1.02
C (3.24748, -0.09475, 0.30170)  -1.01
O (0.67868, -1.01947, -0.62178)  -1.12
H (3.34309, -3.20409, -0.62765)  0.27
H (2.52869, -2.13217, -1.93728)  0.28
H (1.51101, -3.28615, -1.03352)  0.28
H (2.48749, -2.53298, 2.18192)  0.30
H (1.29400, -1.21635, 2.52524)  0.24
H (0.75364, -2.73176, 1.69911)  0.28
H (2.95123, 0.73747, 0.96747)  0.26
H (4.17584, -0.57020, 0.68708)  0.30
H (3.41016, 0.31690, -0.71084)  0.30

Computed properties:
Multiplicity: 1
HOMO (spin up / spin down), eV: -16.0 / -16.2
Total charge: +2
ΔE to the lowest compared entry with this formula, charge and spin, kcal/mol: 51.4


Energy / eV: -10058.296, -17191.989, -40596.091, -8999.058, -25073.877, -44849.117
Max |F| / eV/Å: 2.7, 5.1, 4.8, 5.2, 5.6, 6.8